Record 1
{"formula": "C4H10N2O", "method": "ωB97M-V with the def2-TZVPD basis set", "relative_energy_kcal_mol": 73.67, "orbital_gap_ev": 10.5, "smiles": "[H]/N=C(/CC)CNO", "symbols": ["C", "C", "C", "N", "C", "O", "N", "H", "H", "H", "H", "H", "H", "H", "H", "H", "H"], "coordinates": [[0.55, 0.18, 0.87], [-1.14, -1.19, -0.41], [-0.49, -1.45, -1.77], [1.03, 1.60, 1.12], [-0.75, 0.22, 0.12], [2.39, 1.62, 1.57], [-1.49, 1.20, -0.12], [2.36, 1.96, 2.47], [1.08, 2.15, 0.26], [-1.11, 2.09, 0.20], [0.38, -0.25, 1.86], [1.29, -0.44, 0.35], [-2.22, -1.19, -0.51], [-0.85, -1.97, 0.31], [-0.83, -2.40, -2.17], [-0.78, -0.66, -2.47], [0.59, -1.46, -1.69]]}



Record 2
{"formula": "C2H5OPS3", "method": "ωB97M-V with the def2-TZVPD basis set", "relative_energy_kcal_mol": 55.04, "orbital_gap_ev": [7.4, 5.8], "symbols": ["C", "C", "O", "P", "S", "S", "S", "H", "H", "H", "H", "H"], "coordinates": [[-0.21, 0.33, 1.05], [-0.78, -0.54, 0.00], [0.51, -0.60, 1.88], [0.25, -2.18, 1.73], [0.11, -3.04, 3.40], [-1.56, -2.01, 0.71], [2.32, -2.09, -0.97], [0.60, 0.94, 0.50], [-0.81, 0.91, 1.71], [-1.55, 0.03, -0.57], [-0.03, -0.91, -0.77], [2.57, -3.10, -1.89]]}



Record 3
{"formula": "C29H65N2O5S2", "method": "ωB97M-V with the def2-TZVPD basis set", "spin_multiplicity": 2, "orbital_gap_ev": [8.4, 8.5], "s2": 0.754, "symbols": ["C", "C", "N", "C", "C", "C", "S", "S", "C", "C", "C", "C", "C", "C", "C", "C", "N", "O", "C", "C", "C", "C", "H", "H", "H", "H", "H", "H", "H", "H", "H", "H", "H", "H", "H", "H", "H", "H", "H", "H", "H", "H", "H", "H", "H", "H", "H", "H", "H", "H", "H", "H", "H", "H", "H", "C", "C", "C", "O", "H", "H", "H", "H", "H", "H", "H", "H", "C", "C", "C", "O", "H", "H", "H", "H", "H", "H", "H", "H", "C", "C", "C", "O", "H", "H", "H", "H", "H", "H", "H", "H", "C", "C", "C", "O", "H", "H", "H", "H", "H", "H", "H", "H"], "coordinates": [[-1.20, 2.52, -2.31], [-1.62, 1.54, -3.40], [-1.43, 0.12, -3.06], [-2.70, -0.64, -2.97], [-3.70, 0.00, -2.00], [-0.29, -0.46, -3.51], [1.10, 0.39, -3.78], [-0.35, -2.21, -3.90], [0.97, -2.83, -2.83], [0.43, -3.31, -1.48], [1.55, -3.61, -0.46], [1.22, -3.25, 1.01], [1.34, -1.76, 1.32], [0.07, -0.88, 1.18], [0.27, 0.11, 0.03], [-0.16, -0.10, 2.47], [-1.15, -1.67, 0.81], [-2.20, -0.97, 0.67], [-1.42, -3.04, 1.36], [-2.10, -2.91, 2.72], [-2.41, -3.72, 0.39], [-0.11, -3.86, 1.50], [-0.13, 2.43, -2.13], [-1.45, 3.54, -2.60], [-1.71, 2.29, -1.37], [-1.05, 1.75, -4.31], [-2.68, 1.67, -3.63], [-2.45, -1.64, -2.63], [-3.14, -0.73, -3.97], [-3.87, -0.64, -1.14], [-4.67, 0.17, -2.48], [-3.35, 0.95, -1.61], [1.43, -3.66, -3.38], [1.72, -2.05, -2.75], [-0.13, -4.23, -1.67], [-0.26, -2.57, -1.09], [1.79, -4.68, -0.48], [2.46, -3.09, -0.76], [1.98, -3.75, 1.61], [2.10, -1.34, 0.65], [1.73, -1.63, 2.33], [0.94, 0.92, 0.35], [-0.68, 0.54, -0.28], [0.73, -0.38, -0.84], [0.71, 0.57, 2.58], [-1.03, 0.55, 2.40], [-0.18, -0.73, 3.36], [-2.20, -3.91, 3.15], [-3.09, -2.47, 2.62], [-1.51, -2.31, 3.42], [-3.21, -4.21, 0.94], [-1.92, -4.48, -0.23], [-2.85, -2.98, -0.27], [-0.25, -4.82, 1.01], [0.02, -4.08, 2.57], [-0.64, 5.52, 2.11], [-0.04, 4.26, 1.52], [0.17, 4.38, 0.01], [-0.85, 3.12, 1.82], [-1.62, 5.72, 1.66], [-0.77, 5.41, 3.19], [0.00, 6.39, 1.92], [0.91, 4.05, 2.00], [-0.79, 4.54, -0.49], [0.61, 3.46, -0.39], [0.83, 5.21, -0.23], [-1.71, 3.24, 1.41], [-1.51, 1.67, -7.89], [-2.87, 1.00, -7.88], [-3.94, 1.89, -7.26], [-2.81, -0.26, -7.20], [-1.20, 1.89, -6.86], [-0.76, 1.02, -8.33], [-1.54, 2.62, -8.44], [-3.17, 0.74, -8.90], [-3.68, 2.12, -6.22], [-4.91, 1.39, -7.26], [-4.03, 2.83, -7.80], [-2.53, -0.09, -6.29], [3.13, -1.67, 7.14], [2.13, -1.24, 6.08], [1.24, -0.11, 6.57], [1.33, -2.35, 5.66], [2.61, -2.03, 8.03], [3.76, -2.48, 6.76], [3.78, -0.83, 7.43], [2.66, -0.92, 5.18], [0.66, -0.42, 7.45], [0.54, 0.18, 5.79], [1.83, 0.77, 6.85], [0.84, -2.67, 6.42], [4.20, 1.25, 0.65], [3.87, 1.34, 2.12], [4.85, 2.22, 2.88], [3.78, 0.04, 2.71], [5.19, 0.80, 0.51], [3.47, 0.63, 0.12], [4.22, 2.23, 0.18], [2.86, 1.75, 2.24], [5.86, 1.79, 2.81], [4.58, 2.28, 3.93], [4.88, 3.23, 2.47], [4.65, -0.38, 2.64]]}



Record 4
{"formula": "C3H9NOS", "method": "ωB97M-V with the def2-TZVPD basis set", "relative_energy_kcal_mol": 28.86, "orbital_gap_ev": 9.8, "smiles": "OCNCCS", "symbols": ["C", "C", "S", "N", "C", "O", "H", "H", "H", "H", "H", "H", "H", "H", "H"], "coordinates": [[0.51, 0.16, 0.00], [0.51, 1.60, 0.51], [1.86, 1.87, 1.75], [-0.91, -0.35, 0.03], [-0.90, -1.77, -0.30], [-0.37, -2.01, -1.63], [0.95, 0.08, -0.99], [1.08, -0.49, 0.65], [-0.48, 1.74, 0.97], [0.72, 2.44, -0.15], [1.60, 3.15, 2.01], [-1.28, 0.16, -0.77], [-0.27, -2.34, 0.38], [-1.91, -2.18, -0.26], [-1.13, -2.06, -2.22]]}



Record 5
{"formula": "C27H51AgClN6SSi4", "method": "ωB97M-V with the def2-TZVPD basis set", "relative_energy_kcal_mol": 33.70, "total_charge": -1, "orbital_gap_ev": 4.1, "symbols": ["Ag", "N", "C", "C", "N", "C", "C", "N", "C", "C", "N", "H", "H", "H", "H", "H", "H", "C", "Si", "C", "C", "Si", "Si", "C", "C", "C", "Si", "C", "C", "C", "H", "H", "H", "H", "H", "H", "H", "H", "H", "H", "H", "H", "H", "H", "H", "H", "H", "H", "H", "H", "H", "H", "H", "H", "H", "H", "H", "C", "C", "N", "C", "S", "N", "C", "C", "H", "H", "H", "H", "H", "H", "H", "H", "H", "H", "H", "H", "Cl", "C", "C", "C", "C", "C", "C", "C", "H", "H", "H", "H", "H", "H"], "coordinates": [[0.24, -0.13, 0.20], [-0.78, -1.68, 4.23], [0.00, -0.68, 4.77], [0.29, 0.17, 3.74], [-0.26, -0.27, 2.59], [-0.89, -1.41, 2.88], [-1.57, -2.19, 1.93], [-1.53, -1.98, 0.62], [-2.38, -2.89, 0.07], [-2.94, -3.67, 1.03], [-2.43, -3.23, 2.23], [-1.05, -2.53, 4.70], [0.24, -0.65, 5.81], [0.87, 1.07, 3.76], [-2.53, -2.93, -0.99], [-3.64, -4.48, 0.98], [-2.61, -3.63, 3.13], [-2.22, 0.43, -5.46], [-2.02, 0.48, -3.54], [-2.62, 2.24, -3.05], [-3.46, -0.69, -3.02], [0.05, -0.01, -2.39], [0.74, -2.06, -3.45], [2.39, -2.60, -2.66], [0.97, -2.28, -5.36], [-0.45, -3.50, -3.01], [1.47, 1.60, -3.45], [3.31, 1.12, -3.23], [1.32, 1.96, -5.34], [1.23, 3.29, -2.57], [-3.22, 0.71, -5.78], [-2.03, -0.58, -5.82], [-1.52, 1.09, -5.96], [-3.69, 2.39, -3.14], [-2.13, 2.99, -3.68], [-2.34, 2.47, -2.03], [-4.45, -0.24, -3.08], [-3.32, -1.04, -2.00], [-3.47, -1.57, -3.65], [3.23, -2.03, -3.04], [2.61, -3.66, -2.81], [2.35, -2.42, -1.59], [1.68, -1.56, -5.75], [0.04, -2.14, -5.88], [1.34, -3.27, -5.61], [-0.55, -3.57, -1.93], [-0.09, -4.47, -3.36], [-1.44, -3.35, -3.43], [3.59, 0.33, -3.92], [3.48, 0.75, -2.23], [3.99, 1.95, -3.39], [1.43, 1.03, -5.90], [2.09, 2.65, -5.70], [0.36, 2.38, -5.61], [1.18, 3.13, -1.50], [0.30, 3.75, -2.87], [2.03, 3.99, -2.77], [-2.97, 3.45, 3.90], [-2.33, 2.10, 3.61], [-3.04, 1.39, 2.57], [-2.65, 1.39, 1.27], [-1.38, 2.31, 0.75], [-3.38, 0.69, 0.39], [-4.50, -0.17, 0.68], [-5.80, 0.63, 0.87], [-2.43, 3.97, 4.68], [-4.01, 3.33, 4.21], [-2.95, 4.05, 2.99], [-2.32, 1.47, 4.50], [-1.30, 2.24, 3.26], [-3.87, 0.90, 2.84], [-3.02, 0.67, -0.56], [-4.30, -0.78, 1.57], [-4.62, -0.85, -0.15], [-5.72, 1.33, 1.69], [-6.63, -0.05, 1.07], [-6.02, 1.19, -0.03], [8.14, -0.08, -0.57], [6.43, -0.05, -0.22], [5.75, 1.16, -0.19], [4.43, 1.19, 0.20], [3.74, 0.01, 0.59], [2.43, 0.07, 1.14], [4.46, -1.20, 0.48], [5.78, -1.24, 0.09], [6.27, 2.08, -0.42], [3.91, 2.13, 0.24], [2.23, 1.06, 1.57], [2.27, -0.73, 1.86], [3.95, -2.12, 0.72], [6.31, -2.18, 0.05]]}



Record 6
{"formula": "C9H14", "method": "ωB97M-V with the def2-TZVPD basis set", "relative_energy_kcal_mol": 22.19, "orbital_gap_ev": 9.8, "smiles": "Cc1ccccc1.CC", "symbols": ["C", "C", "H", "H", "H", "H", "H", "H", "C", "C", "C", "C", "C", "C", "C", "H", "H", "H", "H", "H", "H", "H", "H"], "coordinates": [[3.66, 2.80, -0.76], [2.48, 1.86, -0.34], [3.30, 3.71, -1.22], [4.14, 3.07, 0.18], [4.37, 2.28, -1.40], [1.64, 2.50, -0.10], [2.27, 1.23, -1.20], [2.78, 1.32, 0.55], [-0.80, 1.19, 1.40], [-1.64, -1.15, 1.25], [-0.84, -0.15, 0.75], [-1.90, -2.32, 0.49], [-0.38, -0.25, -0.61], [-1.56, -2.37, -0.83], [-0.71, -1.37, -1.34], [-2.08, -0.98, 2.23], [-2.33, -3.16, 1.03], [0.22, 1.62, 1.38], [-1.08, 1.17, 2.45], [0.21, 0.51, -1.09], [-2.00, -3.06, -1.54], [-0.31, -1.47, -2.35], [-1.17, 1.97, 0.72]]}



no.,maximum force (hartree/bohr),E_tot (eV)
1,0.04917,-9335.79280
2,0.07956,-45995.50498
3,0.02190,-66013.84988
4,0.03012,-17628.95356
5,0.05116,-96638.45632
6,0.04899,-9559.21927